Entry 1:
{
  "formula": "C5H8O2",
  "method": "ωB97M-V with the def2-TZVPD basis set",
  "lumo_energy_ev": 0.655,
  "charge": 0,
  "total_energy_ha": -345.6254,
  "orbital_gap_ha": 0.33872,
  "spin_multiplicity": 1,
  "largest_force_ev_per_a": 0.673,
  "species": ["C", "C", "O", "C", "C", "O", "C", "H", "H", "H", "H", "H", "H", "H", "H"],
  "coordinates": [[-1.57938, 1.09560, -0.84471], [-1.10342, -0.31315, -0.66955], [0.16497, -0.66620, -1.20720], [0.00615, -0.65731, 0.20505], [2.53587, -1.43070, 0.81065], [1.87071, -0.62714, 1.59657], [0.90222, 0.27437, 0.98922], [-2.35758, 1.30653, -0.10427], [-0.75842, 1.80548, -0.70733], [-1.99780, 1.23371, -1.84464], [-1.85214, -1.09394, -0.81384], [0.00915, -1.64624, 0.66720], [2.33086, -1.08003, -0.24136], [1.42964, 0.99894, 0.35788], [0.39917, 0.80008, 1.80631]],
  "forces_ev_per_a": [[0.0, 0.1, 0.0], [-0.3, 0.1, 0.1], [0.0, 0.0, -0.3], [0.0, -0.1, 0.2], [0.3, 0.6, 0.2], [0.4, -0.2, 0.0], [-0.1, 0.0, -0.1], [0.1, 0.0, -0.1], [-0.1, -0.1, 0.0], [0.0, 0.1, 0.1], [0.0, 0.2, 0.0], [-0.2, 0.1, -0.2], [0.0, -0.3, 0.2], [-0.2, -0.2, 0.0], [0.0, -0.2, -0.1]]
}

=====

Entry 2:
{
  "formula": "C5H8O2",
  "method": "ωB97M-V with the def2-TZVPD basis set",
  "lumo_energy_ev": 0.764,
  "charge": 0,
  "total_energy_ha": -345.6625,
  "orbital_gap_ha": 0.34926,
  "spin_multiplicity": 1,
  "largest_force_ev_per_a": 0.291,
  "species": ["C", "C", "C", "O", "C", "C", "O", "H", "H", "H", "H", "H", "H", "H", "H"],
  "coordinates": [[0.79776, -0.87106, -1.25528], [0.14734, -0.29607, -0.00832], [0.96377, 0.64021, 0.88590], [0.54154, -0.18676, 2.01108], [-0.00299, -1.14707, 1.26627], [-1.29054, 0.22786, -0.29130], [-1.64462, 1.38469, 0.43412], [1.71164, -1.42669, -1.01921], [0.11799, -1.54935, -1.78173], [1.06173, -0.05813, -1.94407], [0.65008, 1.68068, 0.98892], [2.04648, 0.55717, 0.78295], [-1.98850, -0.59127, -0.09061], [-1.38531, 0.49085, -1.34432], [-1.72635, 1.14495, 1.36562]],
  "forces_ev_per_a": [[0.0, -0.1, 0.0], [-0.1, 0.0, -0.1], [0.1, 0.2, -0.1], [0.0, -0.3, 0.1], [0.1, 0.3, 0.0], [0.2, -0.1, -0.2], [-0.1, -0.1, 0.2], [-0.1, 0.1, 0.0], [0.1, 0.1, 0.1], [-0.1, -0.1, 0.1], [0.0, -0.2, 0.0], [-0.1, 0.0, -0.1], [0.0, 0.0, -0.1], [0.1, 0.0, 0.0], [-0.1, 0.1, -0.1]]
}

=====

Entry 3:
{
  "formula": "C5H8O2",
  "method": "ωB97M-V with the def2-TZVPD basis set",
  "lumo_energy_ev": 0.733,
  "charge": 0,
  "smiles": "C[C@@]12C[C@]1(O)CO2",
  "total_energy_ha": -345.7066,
  "orbital_gap_ha": 0.36420,
  "spin_multiplicity": 1,
  "largest_force_ev_per_a": 0.987,
  "species": ["C", "C", "C", "C", "O", "C", "O", "H", "H", "H", "H", "H", "H", "H", "H"],
  "coordinates": [[-1.92336, 0.15251, -0.68745], [-0.59703, -0.15685, -0.05781], [0.70335, -0.26674, -0.82001], [0.56803, 0.67106, 0.35567], [0.70843, 2.03938, 0.26300], [0.68437, -0.29429, 1.55232], [-0.52120, -0.97228, 1.11992], [-2.37850, -0.73869, -1.13505], [-1.79483, 0.88636, -1.49133], [-2.62294, 0.56876, 0.04182], [1.30833, -1.16552, -0.70202], [0.72840, 0.20242, -1.79726], [1.62428, 2.23380, 0.02665], [1.58551, -0.92093, 1.47224], [0.69175, -0.03138, 2.61103]],
  "forces_ev_per_a": [[0.0, 0.0, 0.1], [-0.2, 0.1, -0.2], [0.1, -0.1, -0.2], [0.0, -0.3, 0.0], [0.3, 0.0, 0.2], [0.6, -0.1, 0.3], [0.1, -0.2, 0.0], [0.2, 0.1, 0.1], [0.1, -0.1, 0.2], [0.1, -0.1, 0.0], [-0.1, 0.2, -0.1], [-0.1, 0.0, 0.1], [-0.1, 0.0, 0.0], [-0.3, -0.1, -0.2], [-0.7, 0.7, -0.2]]
}

=====

Entry 4:
{
  "formula": "C5H8O2",
  "method": "ωB97M-V with the def2-TZVPD basis set",
  "lumo_energy_ev": 0.972,
  "charge": 0,
  "smiles": "OC[C@@H]1C[C@H]2O[C@@H]12",
  "total_energy_ha": -345.7101,
  "orbital_gap_ha": 0.40215,
  "spin_multiplicity": 1,
  "largest_force_ev_per_a": 0.573,
  "species": ["O", "C", "C", "C", "C", "O", "C", "H", "H", "H", "H", "H", "H", "H", "H"],
  "coordinates": [[0.38312, -1.04623, 1.66292], [-0.08703, 0.28897, 1.59127], [-0.25941, 0.73520, 0.14514], [-1.08212, -0.28132, -0.69888], [0.20309, -0.63426, -1.45058], [0.62964, 0.56153, -2.09220], [0.96541, 0.39224, -0.72153], [1.12402, -1.08928, 1.05188], [0.60772, 0.96404, 2.11452], [-1.04587, 0.31780, 2.12166], [-0.57387, 1.78119, 0.09881], [-1.47172, -1.10777, -0.10002], [-1.86691, 0.14739, -1.32894], [0.45427, -1.58694, -1.91267], [2.01967, 0.55745, -0.48137]],
  "forces_ev_per_a": [[0.0, 0.0, 0.1], [0.0, 0.3, 0.0], [0.0, 0.2, 0.0], [-0.1, -0.1, 0.0], [-0.3, -0.4, -0.3], [-0.2, 0.2, -0.1], [0.3, 0.4, 0.3], [0.1, -0.3, 0.1], [-0.1, 0.0, -0.1], [0.2, 0.0, -0.1], [0.0, -0.1, 0.0], [0.0, 0.1, 0.0], [0.2, -0.1, 0.1], [0.2, 0.3, 0.1], [-0.3, -0.4, 0.0]]
}

=====

Entry 5:
{
  "formula": "C5H8O2",
  "method": "ωB97M-V with the def2-TZVPD basis set",
  "lumo_energy_ev": 0.723,
  "charge": 0,
  "smiles": "O=C1CC(CO)C1",
  "total_energy_ha": -345.7382,
  "orbital_gap_ha": 0.37969,
  "spin_multiplicity": 1,
  "largest_force_ev_per_a": 1.906,
  "species": ["O", "C", "C", "C", "C", "O", "C", "H", "H", "H", "H", "H", "H", "H", "H"],
  "coordinates": [[-1.96134, 1.75642, -1.75844], [-1.21059, 1.06280, -1.13009], [0.32030, 1.05285, -0.95051], [0.17276, -0.35466, -0.31718], [0.90483, -0.54368, 0.98423], [1.36396, -1.85931, 1.29545], [-1.36357, -0.18044, -0.24496], [0.78491, 1.87780, -0.36583], [0.83170, 0.92280, -1.90850], [0.52241, -1.09362, -1.01236], [0.15156, -0.32772, 1.76474], [1.73068, 0.22352, 0.94893], [1.36928, -1.80216, 2.29382], [-1.48986, 0.23758, 0.75629], [-2.12702, -0.97220, -0.35559]],
  "forces_ev_per_a": [[0.4, -0.4, 0.3], [-0.3, 0.2, -0.2], [0.0, -0.2, -0.4], [0.2, -0.3, 0.1], [-0.2, 0.9, 0.6], [-0.1, 0.6, 1.4], [-0.1, 0.1, 0.2], [-0.4, -0.6, -0.3], [0.0, 0.6, 0.0], [0.0, -0.5, -0.5], [0.6, 0.7, 0.0], [-0.4, -0.9, 0.6], [0.3, -0.7, -1.7], [-0.4, 0.1, 0.1], [0.5, 0.4, -0.4]]
}

=====

Entry 6:
{
  "formula": "C5H8O2",
  "method": "ωB97M-V with the def2-TZVPD basis set",
  "lumo_energy_ev": 0.934,
  "charge": 0,
  "total_energy_ha": -345.6995,
  "orbital_gap_ha": 0.37206,
  "spin_multiplicity": 1,
  "largest_force_ev_per_a": 0.399,
  "species": ["O", "C", "C", "O", "C", "C", "C", "H", "H", "H", "H", "H", "H", "H", "H"],
  "coordinates": [[1.92555, -0.18781, 2.30958], [1.64419, 0.22286, -0.90076], [0.39382, 0.16935, -0.46353], [-0.25207, 1.11664, 0.32457], [-1.39588, 0.24284, 0.42465], [-1.98936, 0.02910, -0.91822], [-0.76631, -0.76674, -0.49193], [1.45364, 0.63840, 2.14374], [2.26841, 1.08187, -0.67660], [2.05116, -0.58370, -1.49892], [2.08911, -0.52175, 1.41803], [-1.87938, 0.15331, 1.38961], [-1.89811, 0.80138, -1.67814], [-2.91039, -0.54810, -0.94139], [-0.73437, -1.84765, -0.44067]],
  "forces_ev_per_a": [[0.0, 0.1, -0.1], [-0.1, 0.0, 0.0], [0.3, 0.0, -0.2], [0.1, 0.1, 0.0], [-0.3, 0.0, 0.2], [-0.1, 0.1, -0.1], [0.2, -0.2, 0.0], [0.0, -0.1, 0.1], [-0.1, -0.1, 0.0], [-0.1, 0.1, 0.1], [0.0, 0.0, 0.1], [0.1, 0.0, -0.2], [0.0, -0.1, 0.1], [0.2, 0.1, 0.0], [0.0, 0.2, 0.0]]
}

=====

Entry 7:
{
  "formula": "C5H8O2",
  "method": "ωB97M-V with the def2-TZVPD basis set",
  "lumo_energy_ev": 1.004,
  "charge": 0,
  "smiles": "CC1(OC=O)CC1",
  "total_energy_ha": -345.7675,
  "orbital_gap_ha": 0.41336,
  "spin_multiplicity": 1,
  "largest_force_ev_per_a": 0.715,
  "species": ["C", "C", "O", "C", "O", "C", "C", "H", "H", "H", "H", "H", "H", "H", "H"],
  "coordinates": [[-0.26624, 1.47130, -0.31959], [-0.16547, 0.03334, 0.15970], [1.11061, -0.34262, 0.72332], [2.18392, -0.25946, -0.07780], [2.15839, 0.09916, -1.22760], [-0.93146, -1.09298, -0.45687], [-1.25071, -0.63581, 0.94610], [0.19672, 1.63909, -1.29490], [0.24894, 2.08359, 0.41407], [-1.30359, 1.81919, -0.38507], [3.12148, -0.54736, 0.44327], [-1.64305, -0.87553, -1.25171], [-0.37892, -2.01743, -0.57533], [-2.18413, -0.11215, 1.14349], [-0.89649, -1.26233, 1.75892]],
  "forces_ev_per_a": [[0.0, -0.2, 0.0], [-0.4, 0.2, 0.0], [0.3, 0.1, -0.2], [-0.1, 0.3, -0.7], [0.1, -0.3, 0.5], [0.1, -0.1, -0.2], [0.0, 0.0, 0.1], [0.0, -0.2, 0.2], [0.0, 0.3, 0.1], [0.1, -0.3, 0.2], [-0.6, 0.0, 0.0], [0.3, 0.1, 0.2], [-0.2, 0.0, 0.0], [0.3, 0.0, -0.2], [-0.1, 0.1, -0.1]]
}

=====

Entry 8:
{
  "formula": "C5H8O2",
  "method": "ωB97M-V with the def2-TZVPD basis set",
  "lumo_energy_ev": 0.696,
  "charge": 0,
  "total_energy_ha": -345.6639,
  "orbital_gap_ha": 0.34871,
  "spin_multiplicity": 1,
  "largest_force_ev_per_a": 4.483,
  "species": ["O", "C", "C", "C", "C", "C", "O", "H", "H", "H", "H", "H", "H", "H", "H"],
  "coordinates": [[-1.21978, 0.62266, 2.14732], [-1.35582, 0.80028, 0.73341], [-0.10204, 0.38737, -0.02963], [0.43405, -1.02412, 0.06183], [1.43217, -0.90395, -1.07028], [1.48668, 0.31887, -1.62933], [1.70086, 1.30510, -2.22618], [-1.81181, -0.08429, 2.44241], [-1.60063, 1.85755, 0.52921], [-2.17304, 0.19130, 0.36363], [0.71165, 1.05382, 0.37792], [0.90738, -1.32498, 1.00103], [-0.40461, -1.70365, -0.13427], [-0.29832, 0.04906, -1.37639], [2.29328, -1.54500, -1.19068]],
  "forces_ev_per_a": [[0.1, -0.1, -0.2], [-0.4, -0.3, -0.6], [-0.8, -0.5, -0.6], [0.1, -0.2, 0.0], [0.5, -0.1, 0.2], [1.2, -0.1, -1.1], [-0.2, -1.0, 0.5], [0.3, 0.3, -0.2], [0.2, -0.4, 0.1], [-0.4, 0.0, 0.0], [-0.7, -0.3, -1.3], [0.0, 0.2, 0.0], [0.3, -0.3, -0.1], [-0.3, 2.8, 3.5], [0.1, -0.1, -0.2]]
}

=====

Entry 9:
{
  "formula": "C5H8O2",
  "method": "ωB97M-V with the def2-TZVPD basis set",
  "lumo_energy_ev": 0.755,
  "charge": 0,
  "total_energy_ha": -345.6323,
  "orbital_gap_ha": 0.35308,
  "spin_multiplicity": 1,
  "largest_force_ev_per_a": 3.834,
  "species": ["C", "C", "C", "C", "C", "O", "O", "H", "H", "H", "H", "H", "H", "H", "H"],
  "coordinates": [[-1.82911, 0.19244, 0.31132], [-0.62732, 0.06151, 0.20006], [-3.20067, 0.44489, 0.61619], [1.90070, -1.16039, -0.85783], [1.44082, 0.11342, -0.27527], [1.43333, 1.18990, -1.15003], [2.02649, 0.48192, 0.93187], [-3.18832, 0.91396, 1.62941], [-3.51765, 1.05093, -0.15173], [-3.78711, -0.39973, 0.82657], [1.22014, -1.94762, -1.08027], [2.41526, -1.08093, -1.76486], [2.64166, -1.63241, -0.23246], [1.14418, 1.97922, -0.54234], [1.92761, -0.20711, 1.53938]],
  "forces_ev_per_a": [[2.1, -0.8, 0.1], [2.7, -0.3, -0.8], [1.2, 0.3, 2.8], [0.4, -1.3, 0.6], [-3.0, 2.3, 0.8], [-0.3, 0.6, 2.8], [-0.3, 1.5, -2.7], [-0.3, 0.5, -0.9], [-1.7, 1.5, -1.3], [-0.8, -1.4, -0.5], [-1.3, -0.1, 0.2], [0.7, 1.1, -1.6], [0.2, 0.0, 0.7], [0.7, -2.0, -1.8], [-0.3, -1.8, 1.6]]
}

=====

Entry 10:
{
  "formula": "C5H8O2",
  "method": "ωB97M-V with the def2-TZVPD basis set",
  "lumo_energy_ev": 0.743,
  "charge": 0,
  "smiles": "C#C[C@H](O)CCO",
  "total_energy_ha": -345.7084,
  "orbital_gap_ha": 0.39845,
  "spin_multiplicity": 1,
  "largest_force_ev_per_a": 0.576,
  "species": ["C", "C", "C", "O", "C", "C", "O", "H", "H", "H", "H", "H", "H", "H", "H"],
  "coordinates": [[-1.93706, 0.14390, 1.21677], [-1.19549, -0.53261, 0.54860], [-0.19992, -1.06292, -0.40769], [0.24659, -2.37064, -0.11875], [1.03756, -0.15363, -0.42216], [0.71920, 1.34551, -0.46974], [0.43260, 1.90525, 0.79283], [-2.54820, 0.80306, 1.79275], [-0.67707, -1.02561, -1.40078], [-0.52143, -2.93635, 0.02996], [1.62367, -0.36626, 0.47941], [1.64768, -0.44342, -1.28499], [1.59243, 1.89271, -0.83327], [-0.09763, 1.52763, -1.19047], [-0.12293, 1.27339, 1.26753]],
  "forces_ev_per_a": [[0.2, -0.4, -0.2], [-0.3, 0.4, 0.2], [0.0, 0.3, -0.1], [-0.2, -0.2, 0.1], [0.1, 0.0, 0.0], [0.2, -0.1, -0.4], [0.1, 0.0, 0.2], [-0.1, -0.2, 0.0], [0.1, 0.0, 0.1], [0.1, 0.0, 0.0], [-0.1, 0.0, -0.1], [-0.1, 0.1, 0.1], [-0.1, -0.1, -0.1], [0.1, 0.0, 0.2], [0.0, 0.2, -0.1]]
}

=====

Question: Which formula does entry 9 have?
Answer: C5H8O2